1.
Below is the molecule C2H5ClN2O2 in a non-equilibrium geometry, with properties calculated with wB97M-V/def2-TZVPD.

Output
- E (hartree) = -799.196018
- HOMO (eV) = -10.370
- molar mass (g mol⁻¹) = 124.53
- ΔE to the lowest compared entry with this formula, charge and spin (eV) = 2.942
- spin multiplicity = 1
- lowest unoccupied orbital energy (Eh) = -0.01761
- structure (SMILES) = CCN(Cl)[N+](=O)[O-]
- orbital gap (eV) = 9.8907
- largest force on an atom (eV/Å) = 3.34

Geometry as XYZ:
```
12
Properties=species:S:1:pos:R:3:forces:R:3:lowdin_charge:R:1
N -0.044 -1.725 0.960 0.334 0.887 0.803 -0.49
O 0.058 -2.857 0.586 -0.072 -0.345 -0.355 0.03
H -1.466 1.073 -0.325 0.757 -0.542 1.226 0.12
C 0.665 1.250 -0.662 -0.416 -0.766 -0.302 -0.11
H 0.734 2.283 -0.456 0.989 1.161 1.059 0.05
H -0.490 0.947 1.266 0.177 0.123 -0.553 0.12
O 0.228 -1.316 2.078 -0.105 0.422 -0.148 0.05
H 0.701 1.330 -1.790 -1.100 -1.088 1.080 0.09
C -0.517 0.720 0.191 -0.907 -0.522 -2.437 -0.22
Cl -0.748 -1.492 -1.598 0.230 1.453 2.376 0.63
N -0.556 -0.769 0.102 -1.055 -1.546 -2.770 -0.35
H 1.435 0.558 -0.354 1.168 0.764 0.019 0.07
```
Positions in Å, forces in eV/Å.

---

2.
Below is the molecule C2H5ClN2O2 in a non-equilibrium geometry, with properties calculated with wB97M-V/def2-TZVPD.

Output
- E (hartree) = -799.182356
- HOMO (eV) = -10.745
- molar mass (g mol⁻¹) = 124.53
- ΔE to the lowest compared entry with this formula, charge and spin (eV) = 3.314
- spin multiplicity = 1
- lowest unoccupied orbital energy (Eh) = -0.04653
- structure (SMILES) = CCN(Cl)[N+](=O)[O-]
- orbital gap (eV) = 9.4788
- largest force on an atom (eV/Å) = 6.01

Geometry as XYZ:
```
12
Properties=species:S:1:pos:R:3:forces:R:3:lowdin_charge:R:1
N -0.951 0.172 0.476 -2.266 5.565 0.244 -0.29
N -1.527 -0.888 -0.063 -0.588 -0.934 -0.367 -0.53
H 0.875 -0.056 -1.369 -2.259 -1.609 -3.205 0.02
H 0.758 1.055 1.291 -0.622 -0.205 1.019 0.12
C 0.456 0.176 0.742 0.258 0.165 -1.033 -0.25
H 0.434 -0.787 1.247 1.401 0.160 0.461 0.13
H 1.719 1.246 -0.801 -1.066 -0.064 0.788 0.09
Cl -1.819 1.823 -0.046 1.700 -2.772 0.783 0.57
O -2.639 -0.844 -0.486 -1.342 0.576 -0.599 0.06
H 2.278 -0.277 -0.501 -1.367 0.026 0.628 0.11
O -0.857 -1.882 0.023 1.113 -1.890 -0.068 0.07
C 1.272 0.262 -0.513 5.037 0.983 1.349 -0.09
```
Positions in Å, forces in eV/Å.

---

3.
Below is a cluster of 3 separate species, C2H5ClN2S in total in a non-equilibrium geometry, with properties calculated with wB97M-V/def2-TZVPD.

Output
- E (hartree) = -1046.826343
- HOMO (eV) = -8.681
- molar mass (g mol⁻¹) = 124.60
- ΔE to the lowest compared entry with this formula, charge and spin (eV) = 6.911
- spin multiplicity = 1
- lowest unoccupied orbital energy (Eh) = -0.01495
- orbital gap (eV) = 8.2742
- largest force on an atom (eV/Å) = 5.22

Geometry as XYZ:
```
11
Properties=species:S:1:pos:R:3:forces:R:3:lowdin_charge:R:1
N 1.644 1.400 -0.301 3.182 0.249 3.471 -0.19
H -0.275 1.801 -0.608 1.535 -4.435 2.288 0.26
S 1.479 -1.424 -0.405 -0.845 -0.848 0.325 0.63
N 0.379 0.868 -0.113 -3.105 2.183 -2.320 -0.32
H -1.839 -1.248 1.532 2.332 0.831 -3.876 0.16
C -1.383 -1.081 0.289 -1.786 -1.419 -0.039 -0.47
H 1.740 1.977 1.055 0.575 -2.093 -4.546 0.21
H 2.570 0.352 -0.591 -3.755 2.706 1.654 0.13
H -1.624 -2.133 -0.281 1.227 2.738 1.593 0.09
Cl -2.824 -0.028 -0.453 1.700 -0.643 0.712 0.34
C 0.134 -0.485 -0.124 -1.061 0.731 0.738 -0.83
```
Positions in Å, forces in eV/Å.